1.
C25H40N3O8 as an isolated structure at a distorted geometry, computed with ωB97M-V/def2-TZVPD.

```
! wB97M-V def2-TZVPD RIJCOSX def2/J DEFGRID3
* xyz 1 1
C -1.765 0.246 4.294
H -0.921 -0.251 4.248
H -1.768 1.303 4.108
H -2.330 0.070 5.141
C -2.652 -0.415 2.902
C -2.683 -1.908 3.204
H -3.189 -2.235 2.437
H -3.334 -2.268 4.111
H -1.851 -2.487 3.144
O -3.907 0.285 3.147
C -4.470 0.266 2.053
H -5.143 1.023 1.867
C -3.076 0.591 0.858
O -2.155 -0.037 1.926
H -3.197 0.053 -0.011
C -2.652 2.112 1.004
H -1.605 2.293 0.620
H -2.929 2.648 1.875
O -3.687 2.731 -0.074
C -3.140 2.433 -1.236
O -2.379 1.477 -1.663
C -3.826 3.226 -2.161
H -4.955 3.484 -1.867
H -3.882 2.738 -3.131
C -3.342 4.373 -2.588
C -1.726 4.250 -2.662
C -1.085 3.520 -3.882
C -0.073 2.855 -3.622
C 1.000 3.053 -2.538
C 0.506 3.952 -1.555
C -0.897 4.390 -1.545
H -1.159 4.959 -0.856
H 1.099 4.080 -0.695
O 2.166 2.392 -2.583
C 2.119 0.982 -2.700
C 1.849 0.299 -1.116
O 2.947 0.650 -0.598
H 3.402 1.780 -0.581
C 0.622 0.570 -0.539
N 0.455 -0.399 0.732
H -0.490 -0.137 0.881
C 1.430 -0.051 1.968
H 0.879 0.634 2.378
H 2.354 0.339 1.309
C 1.479 -1.499 2.537
N 2.448 -2.081 1.846
C 2.350 -2.786 0.703
O 1.311 -2.553 -0.015
N 3.123 -3.833 0.376
C 4.455 -4.337 1.242
H 5.230 -4.050 0.563
H 4.391 -3.794 2.107
C 4.065 -5.694 1.272
O 4.209 -6.299 0.082
C 3.044 -5.814 -0.612
H 2.125 -6.084 0.158
C 3.106 -4.526 -0.966
H 4.037 -4.308 -1.453
H 2.122 -4.125 -1.294
H 3.071 -6.262 -1.403
H 3.350 -5.961 1.840
H 5.188 -6.069 1.846
H 3.369 -2.144 2.267
H 1.970 -1.175 3.606
H 0.625 -1.853 2.496
H 0.702 -1.284 0.217
H -0.106 0.529 -1.336
H 0.579 1.702 -0.067
H 2.250 -0.829 -1.404
H 3.147 0.966 -2.843
H 1.175 0.747 -3.136
H 0.427 2.414 -4.523
H -1.788 3.244 -4.610
H -3.524 5.077 -1.645
H -3.428 5.122 -3.618
H -5.023 -0.538 1.502
*
```

Summary:
HOMO energy ... -10.522 eV
Lowest unoccupied orbital energy ... -0.078 Eh
Frontier orbital gap ... 8.41 eV

Here are the natural (NBO) charges for atoms 1 to 4, given in e:
1. C -0.631
2. H 0.169
3. H 0.191
4. H 0.212

---

2.
C24H20B2Cl3F4N10O2W as an isolated structure, computed with ωB97M-V/def2-TZVPD.

```
! wB97M-V def2-TZVPD RIJCOSX def2/J DEFGRID3
* xyz 1 3
W 0.418 -0.272 -0.177
C -1.438 2.983 -2.356
C -0.413 2.518 -1.542
N -0.386 1.183 -1.574
N -1.395 0.770 -2.379
C -2.026 1.842 -2.872
B -1.525 -0.709 -2.793
N -1.866 -1.634 -1.595
C -2.913 -2.443 -1.416
C -2.713 -3.190 -0.266
C -1.479 -2.774 0.210
N -0.967 -1.845 -0.607
N -0.121 -1.129 -3.246
C 0.309 -1.591 -4.424
C 1.676 -1.765 -4.349
C 2.006 -1.372 -3.056
N 0.913 -0.982 -2.387
H -1.707 4.006 -2.548
H 0.280 3.069 -0.929
H -2.842 1.719 -3.564
H -2.341 -0.838 -3.652
H -3.724 -2.445 -2.125
H -3.365 -3.933 0.157
H -0.943 -3.080 1.093
H -0.384 -1.757 -5.231
H 2.339 -2.118 -5.119
H 2.975 -1.359 -2.594
O -1.808 1.826 4.523
C -2.673 2.108 3.541
C -3.768 2.910 3.871
C -4.695 3.251 2.914
C -4.566 2.808 1.593
C -3.496 2.017 1.257
C -2.539 1.647 2.218
C -1.425 0.823 1.803
O -1.345 0.438 0.564
N -0.497 0.441 2.662
N 0.401 -0.324 1.997
C 1.316 -0.951 2.647
C 2.051 -1.918 1.867
C 3.016 -2.774 2.378
C 3.524 -3.767 1.558
C 3.038 -3.895 0.264
C 2.093 -2.998 -0.187
N 1.621 -2.013 0.586
H -1.065 1.305 4.161
H -3.854 3.255 4.892
H -5.534 3.877 3.190
H -5.297 3.088 0.848
H -3.367 1.664 0.243
H 1.429 -0.828 3.716
H 3.341 -2.664 3.403
H 4.276 -4.451 1.930
H 3.382 -4.681 -0.393
H 1.686 -3.059 -1.186
Cl 4.755 2.869 -1.663
C 5.036 1.390 -0.753
Cl 6.272 0.390 -1.536
Cl 5.458 1.726 0.919
C 3.791 0.611 -0.752
N 2.826 -0.002 -0.728
F 2.132 2.020 2.584
B 1.681 2.724 1.508
F 1.312 1.529 0.423
F 2.634 3.407 0.824
F 0.488 3.346 1.653
*
```

Summary:
Expectation value of S² ... 2.02
HOMO energy (spin up / spin down) ... -10.597 / -10.615 eV
Lowest unoccupied orbital energy (spin up / spin down) ... -0.145 / -0.169 Eh
ΔE to the lowest compared entry with this formula, charge and spin ... 0.00 kJ/mol
Frontier orbital gap (spin up / spin down) ... 6.65 / 6.00 eV

Here are the natural (NBO) charges for atoms 1 to 4, given in e:
1. W 1.917
2. C -0.321
3. C 0.028
4. N -0.362

---

3.
One molecule with the formula C3H4INO at a distorted geometry, computed with ωB97M-V/def2-TZVPD.

```
! wB97M-V def2-TZVPD RIJCOSX def2/J DEFGRID3
* xyz 0 1
C -0.303 0.159 0.308
C 1.778 -0.928 0.022
C -1.593 0.472 -0.251
N 0.565 -0.507 -0.310
O 2.319 -1.952 -0.064
I 3.289 0.810 0.028
H -0.132 0.516 1.354
H -1.823 1.528 -0.605
H -2.392 0.215 0.637
H -1.708 -0.313 -1.117
*
```

Summary:
HOMO energy ... -9.248 eV
Lowest unoccupied orbital energy ... -0.017 Eh
ΔE to the lowest compared entry with this formula, charge and spin ... 64.50 kJ/mol
Structure (SMILES) ... C/C=N/C(=O)I
Frontier orbital gap ... 8.77 eV

Here are the natural (NBO) charges for atoms 1 to 4, given in e:
1. C 0.234
2. C 0.685
3. C -0.694
4. N -0.499

---

4.
C4H7IN as an isolated structure at a distorted geometry, computed with ωB97M-V/def2-TZVPD.

```
! wB97M-V def2-TZVPD RIJCOSX def2/J DEFGRID3
* xyz 1 1
C -0.174 -0.983 -0.351
C -0.272 -0.931 -1.664
C -0.897 -0.929 0.844
C 0.737 1.970 0.582
N 0.586 -0.777 0.753
I -0.034 1.934 -1.271
H 0.599 -0.807 -2.381
H -1.285 -0.721 -2.061
H -1.257 0.134 1.022
H -1.166 -1.751 1.491
H 0.109 2.335 1.358
H 1.723 1.944 0.647
H 1.333 -1.418 1.031
*
```

Summary:
HOMO energy ... -13.858 eV
Lowest unoccupied orbital energy ... -0.236 Eh
ΔE to the lowest compared entry with this formula, charge and spin ... 527.15 kJ/mol
Frontier orbital gap ... 7.43 eV

Here are the natural (NBO) charges for atoms 1 to 4, given in e:
1. C 0.137
2. C -0.413
3. C -0.236
4. C -0.366

---

5.
An isolated ion of composition C3H10NO and charge +1, computed with ωB97M-V/def2-TZVPD.

```
! wB97M-V def2-TZVPD RIJCOSX def2/J DEFGRID3
* xyz 1 1
C 1.776 -0.436 0.493
C 0.830 -0.050 -0.639
C -0.173 1.021 -0.222
O -1.547 0.733 -0.602
N -2.026 -0.360 0.121
H 1.241 -0.881 1.335
H 2.304 0.441 0.865
H 2.522 -1.148 0.150
H 0.312 -0.936 -1.021
H 1.402 0.323 -1.488
H -0.004 1.968 -0.727
H -0.161 1.202 0.858
H -1.903 -0.220 1.132
H -3.023 -0.431 -0.092
H -1.550 -1.225 -0.163
*
```

Summary:
HOMO energy ... -16.093 eV
Lowest unoccupied orbital energy ... -0.146 Eh
ΔE to the lowest compared entry with this formula, charge and spin ... 239.42 kJ/mol
Structure (SMILES) ... CCCO[NH3+]
Frontier orbital gap ... 12.11 eV

Here are the natural (NBO) charges for atoms 1 to 4, given in e:
1. C -0.609
2. C -0.451
3. C -0.095
4. O -0.307

---

6.
C4As3F30O12S4Zr as an isolated structure at a distorted geometry, computed with ωB97M-V/def2-TZVPD.

```
! wB97M-V def2-TZVPD RIJCOSX def2/J DEFGRID3
* xyz -3 1
Zr -0.002 0.469 -0.059
As 1.649 1.123 -6.880
F 2.914 -0.130 -6.533
F 2.766 2.594 -6.636
F 0.222 2.159 -7.349
F 0.512 -0.214 -6.937
F 1.182 1.256 -5.151
F 1.985 0.899 -8.670
As -5.868 0.711 -3.657
F -4.182 0.100 -3.017
F -5.038 2.201 -4.205
F -7.561 1.061 -4.311
F -6.533 -0.849 -2.956
F -6.183 1.509 -2.110
F -5.479 -0.109 -5.224
As 6.013 3.862 -0.017
F 5.441 4.761 1.507
F 6.382 2.552 1.054
F 6.545 2.797 -1.326
F 5.459 5.144 -1.195
F 7.572 4.587 0.139
F 4.321 3.225 0.002
C -3.585 6.043 2.991
F -4.113 6.898 2.243
F -3.281 6.580 4.140
F -4.528 5.026 3.175
S -1.989 5.503 2.070
O -2.303 4.611 0.891
O -1.240 6.703 1.733
O -1.347 4.365 2.784
C 5.064 -3.291 4.920
F 5.998 -2.977 4.111
F 4.467 -4.427 4.594
F 5.633 -3.542 6.107
S 3.823 -1.818 5.127
O 4.598 -0.658 5.690
O 3.163 -1.580 3.812
O 2.894 -2.411 6.116
C 1.105 -5.654 -3.760
F 1.943 -5.358 -4.769
F -0.194 -5.380 -4.128
F 1.180 -6.921 -3.597
S 1.616 -4.805 -2.140
O 0.382 -4.499 -1.528
O 2.540 -5.643 -1.448
O 1.966 -3.368 -2.224
C -4.433 -3.806 4.870
F -3.226 -4.199 4.341
F -5.444 -4.511 4.372
F -4.216 -3.868 6.211
S -4.623 -1.963 4.267
O -3.554 -1.572 3.265
O -5.987 -1.957 3.782
O -4.429 -1.227 5.515
*
```

Summary:
HOMO energy ... -4.862 eV
Lowest unoccupied orbital energy ... -0.120 Eh
Frontier orbital gap ... 1.60 eV

Here are the natural (NBO) charges for atoms 1 to 4, given in e:
1. Zr 1.909
2. As 2.779
3. F -0.626
4. F -0.616

---

Short version: E_tot = -1741.6944; -3521.5982; -544.3583; -508.6030; -249.9626; -12398.1390 Eh, in the order given.